[1]
This record from the Open Molecules 2025 dataset describes C4H17MgNOP as an isolated structure. The level of theory is the ωB97M-V functional and the def2-TZVPD basis.

The geometry in XYZ format:
```
25
Properties=species:S:1:pos:R:3
H -1.10 -2.08 -0.23
H 0.21 4.30 3.68
C -0.47 -2.96 0.14
H -2.17 4.20 0.00
H 0.01 -2.56 1.05
H -0.42 -4.06 0.00
H -3.32 2.19 1.68
N 1.89 1.24 -1.14
H -1.27 4.02 4.56
H -2.76 5.43 1.12
C -1.92 4.77 0.89
P -1.56 3.67 2.19
O -0.52 2.67 1.66
H -1.06 5.53 3.65
H -1.34 -3.34 0.52
H 2.03 0.21 -1.27
Mg 0.38 1.54 0.32
H -1.04 5.36 0.62
H -3.83 3.28 2.96
H 1.62 1.57 -2.04
C -2.99 2.69 2.59
H 0.34 -3.09 -0.54
H -2.74 1.93 3.33
C -0.86 4.46 3.65
H 2.81 1.60 -0.99
```

The value obtained for the HOMO energy (alpha / beta) is -1.347 / 0.504 eV. The value obtained for the largest force on an atom is 4.993 eV Å⁻¹. The net charge is -1.

Atomic partial charges in e from the Mulliken method, atoms 1 to 5: number 1, H, carries 0.212; number 2, H, carries 0.262; number 3, C, carries -1.623; number 4, H, carries 0.288; number 5, H, carries 0.257

=====

[2]
This record from the Open Molecules 2025 dataset describes one molecule with the formula C7H7BrN2O4. The level of theory is the ωB97M-V functional and the def2-TZVPD basis.

The geometry in XYZ format:
```
21
Properties=species:S:1:pos:R:3
H 0.81 -1.09 -2.42
C -0.49 -1.08 -0.78
N 1.34 1.70 -0.93
C -2.93 0.08 0.71
H -3.69 0.12 1.52
H -1.94 -1.82 1.30
C 0.82 -0.51 -1.53
Br 2.49 -2.16 0.31
C 2.01 -0.64 -0.61
O -0.59 -0.44 0.40
H -1.49 -0.41 2.32
O 2.93 2.51 1.39
C -1.76 -0.68 1.28
O -1.20 -1.88 -1.21
O 3.82 0.54 1.38
C 2.14 1.06 -0.12
H -0.02 1.55 -2.28
H -2.52 1.15 0.36
N 3.05 1.36 0.92
H -3.42 -0.31 -0.22
C 0.65 0.94 -1.78
```

The value obtained for the HOMO energy (alpha / beta) is -9.004 / -8.863 eV. The value obtained for the largest force on an atom is 8.538 eV Å⁻¹. Its SMILES is CCOC(=O)[C@H]1C=NC([N+](=O)[O-])=C1Br.

Atomic partial charges in e from the Mulliken method, atoms 1 to 5: number 1, H, carries 0.439; number 2, C, carries 0.319; number 3, N, carries -0.510; number 4, C, carries -0.973; number 5, H, carries 0.362

=====

[3]
This record from the Open Molecules 2025 dataset describes one molecule with the formula C13H8N4S. The level of theory is the ωB97M-V functional and the def2-TZVPD basis.

The geometry in XYZ format:
```
26
Properties=species:S:1:pos:R:3
N -0.02 1.88 -0.01
N 3.27 2.99 0.05
C 0.45 -0.49 -0.12
H 2.98 -3.43 -0.32
N 1.29 2.09 -0.02
C -0.44 0.65 -0.03
N 3.45 1.67 0.04
H -5.26 1.31 -0.40
S -2.88 1.68 -0.73
H -2.21 -1.20 1.34
C 0.01 -1.81 -0.31
C -1.88 0.50 0.05
C -4.30 0.91 -0.14
C 1.85 -0.26 -0.07
C -2.63 -0.41 0.73
C 2.29 -2.60 -0.27
H 3.81 -1.09 -0.08
H -4.76 -0.79 1.09
C 2.27 1.10 0.00
C 2.75 -1.32 -0.13
H 1.55 4.22 0.01
C -4.01 -0.17 0.62
H -1.04 -2.00 -0.42
C 1.99 3.25 0.02
H 0.56 -3.85 -0.52
C 0.92 -2.84 -0.38
```

The value obtained for the HOMO energy is -8.891 eV. The value obtained for the largest force on an atom is 1.513 eV Å⁻¹. Its SMILES is c1csc(-c2nn3cnnc3c3ccccc23)c1.

Atomic partial charges in e from the Mulliken method, atoms 1 to 5: number 1, N, carries -1.133; number 2, N, carries -0.709; number 3, C, carries 0.494; number 4, H, carries 0.401; number 5, N, carries 0.673

=====

[4]
This record from the Open Molecules 2025 dataset describes a 2-piece molecular cluster, C3H4S overall. The level of theory is the ωB97M-V functional and the def2-TZVPD basis.

The geometry in XYZ format:
```
8
Properties=species:S:1:pos:R:3
C -0.74 -0.25 -0.26
H -2.91 0.79 -0.46
H 3.31 -0.33 0.63
C -1.93 0.42 -0.15
H -0.28 -1.06 -0.79
C -0.90 0.77 0.76
S 2.58 0.50 -0.21
H 2.15 1.19 0.81
```

The value obtained for the HOMO energy is -9.119 eV. The value obtained for the largest force on an atom is 3.288 eV Å⁻¹. Its SMILES is C1=CC=1.S.

Atomic partial charges in e from the Mulliken method, atoms 1 to 5: number 1, C, carries -0.071; number 2, H, carries 0.324; number 3, H, carries 0.160; number 4, C, carries -0.101; number 5, H, carries 0.351

=====

- What is the largest force on an atom in the fourth record?
  3.288 eV Å⁻¹